(1)
Computed, not measured: a molecular structure, C16H43Cl2NO16P3V at a distorted geometry, with wB97M-V/def2-TZVPD.

- Kohn-Sham gap (eV) = 3.75
- energy (hartree) = -4782.46826
- ΔE to the lowest compared entry with this formula, charge and spin (kcal/mol) = 161.9

Atoms and positions in Å:
O 5.138 15.418 -14.764
V 6.053 14.106 -14.963
O 7.413 14.650 -15.516
C 5.592 10.835 -10.056
C 6.411 12.111 -10.081
O 6.636 12.614 -11.351
H 6.107 9.971 -10.478
H 4.668 10.894 -10.632
H 5.460 10.587 -9.003
H 7.357 12.003 -9.550
H 5.855 12.843 -9.495
C 8.086 17.755 -11.027
C 6.928 18.605 -10.424
O 7.074 19.833 -10.253
N 5.876 17.871 -10.100
C 4.571 18.342 -9.732
H 7.943 17.738 -12.107
H 8.216 16.802 -10.512
H 9.049 18.253 -10.921
H 6.034 16.886 -9.942
H 4.413 18.201 -8.663
H 3.752 17.753 -10.144
H 4.368 19.401 -9.890
C 7.591 14.684 -21.171
O 6.442 13.954 -21.280
P 5.059 14.353 -20.516
O 5.195 14.361 -19.046
O 4.521 15.748 -21.164
C 5.015 16.952 -20.676
O 3.893 13.329 -20.988
C 3.466 13.197 -22.353
H 8.452 14.058 -20.937
H 7.542 15.348 -20.308
H 7.794 15.304 -22.044
H 5.736 16.893 -19.861
H 4.158 17.546 -20.358
H 5.583 17.478 -21.443
H 4.129 13.732 -23.033
H 2.417 13.467 -22.472
H 3.502 12.159 -22.685
C 1.606 8.581 -14.149
O 0.901 9.657 -14.727
P 1.311 11.286 -14.377
O 2.716 11.780 -14.534
O 0.244 12.181 -15.240
C 0.578 12.516 -16.595
O 0.742 11.513 -12.871
C 0.868 12.640 -12.091
H 1.118 8.040 -13.339
H 2.568 8.807 -13.688
H 1.806 7.855 -14.937
H 1.164 13.430 -16.693
H -0.342 12.677 -17.156
H 0.988 11.696 -17.185
H 1.188 13.546 -12.607
H 1.641 12.444 -11.347
H -0.100 12.809 -11.620
C 5.526 8.508 -18.498
O 6.952 8.313 -18.193
P 7.553 8.778 -16.796
O 7.080 10.078 -16.313
O 9.149 8.618 -17.081
C 9.761 9.336 -18.102
O 7.230 7.515 -15.841
C 7.575 6.145 -16.182
H 4.975 8.938 -17.661
H 5.188 7.483 -18.653
H 5.482 9.061 -19.436
H 9.223 9.361 -19.049
H 10.712 8.863 -18.347
H 10.045 10.310 -17.704
H 7.945 5.625 -15.299
H 8.356 6.109 -16.941
H 6.710 5.564 -16.503
Cl -1.269 17.862 -15.578
C 0.434 18.403 -15.362
C 0.497 19.906 -15.680
Cl 0.368 20.116 -17.380
H 0.991 17.786 -16.067
H 0.666 18.096 -14.342
H 1.430 20.363 -15.351
H -0.384 20.362 -15.227

Cartesian forces, eV/Å:
1.320 -2.463 -0.311
-0.768 2.585 0.689
-0.715 -0.667 0.364
0.588 -0.684 0.271
-0.850 0.610 -1.805
0.476 -0.089 -0.227
0.391 0.095 -0.180
-0.185 0.376 0.349
-0.639 -0.162 0.098
0.452 -0.247 0.176
-0.251 0.452 0.474
0.038 1.111 0.476
3.113 1.958 0.066
-1.023 -1.963 -0.584
-1.370 -0.760 0.007
-0.894 0.172 1.405
-0.245 -0.718 0.046
-0.401 -0.298 -0.541
-0.224 0.384 0.314
-0.001 0.112 -0.449
0.162 0.116 0.334
0.287 -0.040 -0.653
0.561 -0.130 -0.452
1.797 1.668 1.113
-3.452 -1.322 -0.324
-0.798 -0.167 0.288
0.069 0.117 -0.967
0.528 -2.575 0.034
0.612 1.797 0.356
1.531 0.745 -0.059
0.197 -0.367 -0.555
-0.123 -0.328 -0.401
-0.023 0.252 0.092
-0.083 -0.201 -0.196
-0.330 -0.516 0.353
0.195 0.150 0.011
-0.336 0.053 -0.371
-0.268 0.310 0.056
0.196 0.549 0.255
0.291 -0.212 0.485
1.202 -1.143 0.387
0.402 3.869 0.765
-0.390 0.363 0.697
-1.567 -1.285 -0.183
1.139 -1.485 0.432
-0.688 -0.069 -1.039
-0.035 -2.581 -3.035
0.573 1.298 1.110
-0.907 0.406 -0.141
0.179 0.680 -0.361
-0.070 0.079 -0.080
0.244 -0.250 0.378
-0.373 0.299 0.526
0.671 -0.140 0.534
-0.159 -0.083 -0.401
-0.144 0.066 0.252
0.137 0.115 0.092
1.064 -1.040 0.075
-0.411 0.642 -0.135
0.700 -1.354 -0.116
0.121 -0.467 0.113
-2.220 -0.935 0.980
1.467 0.725 -0.627
0.429 0.538 -0.245
0.266 0.168 0.031
0.182 0.317 -0.211
-0.377 0.170 -0.148
-0.217 0.165 0.337
-0.441 0.253 0.267
-0.008 -0.334 0.209
-0.361 0.325 -0.412
0.070 0.450 0.174
-0.118 0.088 -0.038
-0.206 0.461 -0.221
-0.151 -0.113 -0.012
-0.454 -0.193 -0.126
-0.004 -1.095 1.424
-0.064 0.413 -1.688
0.238 0.314 0.127
0.265 0.501 -0.058
-0.147 -0.076 0.173
0.338 0.234 0.160

=====

(2)
Computed, not measured: a single C9H8N2 molecule at a distorted geometry, with wB97M-V/def2-TZVPD.

- Kohn-Sham gap (eV) = 8.28
- energy (hartree) = -457.21791
- SMILES string = Cc1cccc2nccnc12
- ΔE to the lowest compared entry with this formula, charge and spin (kcal/mol) = 38.1

Atoms and positions in Å:
C -0.803 2.364 0.078
C -0.074 1.117 0.384
C 0.475 1.049 1.705
C 1.053 -0.144 2.101
C 0.925 -1.251 1.375
C 0.307 -1.238 0.086
N 0.299 -2.359 -0.584
C -0.179 -2.268 -1.824
C -0.505 -0.987 -2.429
N -0.422 0.156 -1.665
C -0.056 0.028 -0.444
H -0.370 2.580 -0.855
H -0.615 3.233 0.735
H -1.808 2.053 0.000
H 0.285 1.985 2.230
H 1.321 -0.092 3.172
H 1.387 -2.205 1.669
H -0.299 -3.224 -2.395
H -0.921 -0.798 -3.340

Cartesian forces, eV/Å:
1.305 0.050 -0.084
1.237 2.000 5.739
-1.900 0.802 -4.214
-0.349 1.415 3.255
0.516 -2.223 -0.841
1.869 1.492 2.042
-0.970 -1.189 -2.253
-0.289 0.486 -1.123
1.168 0.416 5.196
-1.430 -1.892 -4.937
0.554 -1.943 1.492
-0.319 1.075 -1.770
-0.247 -0.820 -0.021
-1.460 0.455 -0.331
0.670 -0.653 0.647
0.676 -0.802 -0.703
-0.510 0.452 0.048
0.200 1.055 0.495
-0.722 -0.176 -2.635

=====

(3)
Computed, not measured: a molecular structure, C44H51GeN11OPSTl at a distorted geometry, with wB97M-V/def2-TZVPD.

- total charge = +2
- Kohn-Sham gap (eV) = 8.45
- energy (hartree) = -5373.38034
- ΔE to the lowest compared entry with this formula, charge and spin (kcal/mol) = 13.2

Atoms and positions in Å:
Tl 1.209 0.974 0.724
C 1.077 -2.383 0.729
N 1.610 -1.333 -0.140
C 3.038 -1.412 -0.508
C 3.887 -0.762 0.484
N 3.636 0.370 1.121
C 4.682 0.466 2.109
C 4.943 1.414 3.117
C 5.945 1.189 3.996
C 6.751 0.098 3.914
C 6.583 -0.875 2.967
C 5.448 -0.677 2.076
N 5.003 -1.377 0.973
C 0.643 -1.732 2.002
N 0.663 -0.450 2.297
C -0.071 -0.332 3.534
C -0.130 0.766 4.314
C -0.748 0.616 5.551
C -1.148 -0.662 6.000
C -1.048 -1.786 5.180
C -0.436 -1.622 3.945
N -0.024 -2.507 2.926
H 0.240 -2.835 0.185
H 1.773 -3.144 1.077
H 1.025 -1.403 -1.000
H 3.335 -2.456 -0.690
H 3.120 -0.839 -1.414
H 4.280 2.247 3.277
H 6.066 1.952 4.824
H 7.549 0.191 4.694
H 7.315 -1.716 2.959
H 5.403 -2.231 0.625
H 0.424 1.666 4.015
H -0.774 1.431 6.272
H -1.497 -0.717 7.057
H -1.370 -2.750 5.570
H -0.175 -3.460 2.793
N -3.159 2.072 2.728
C -3.637 0.784 2.320
C -4.790 0.097 2.626
C -4.867 -1.182 2.129
C -3.896 -1.644 1.204
C -2.791 -0.951 0.842
C -2.633 0.337 1.409
N -1.604 1.273 1.348
C -1.970 2.255 2.163
C -0.981 3.292 2.646
C -1.245 4.361 3.436
S 0.168 5.293 3.725
C 0.999 4.115 2.834
N 0.315 3.105 2.332
H -3.424 2.600 3.492
H -5.563 0.450 3.363
H -5.699 -1.772 2.387
H -3.964 -2.691 0.880
H -2.027 -1.436 0.244
H -2.242 4.719 3.714
H 2.043 4.097 2.691
C -0.463 -3.851 -5.155
N 0.068 -2.978 -4.069
C 0.929 -1.891 -4.582
P -1.034 -2.630 -2.819
O -0.480 -1.716 -1.752
N -1.319 -4.184 -2.278
C -0.361 -5.286 -2.140
C -2.312 -4.358 -1.207
N -2.492 -2.021 -3.260
C -3.481 -2.762 -4.029
C -3.059 -0.767 -2.787
H -1.042 -3.249 -5.829
H -1.023 -4.681 -4.758
H 0.441 -4.195 -5.652
H 1.844 -2.465 -5.054
H 1.254 -1.289 -3.801
H 0.528 -1.148 -5.302
H 0.471 -5.216 -2.881
H -0.825 -6.264 -2.369
H 0.146 -5.168 -1.126
H -3.262 -3.828 -1.266
H -1.818 -4.032 -0.261
H -2.480 -5.447 -1.258
H -2.927 -3.525 -4.562
H -3.910 -1.985 -4.633
H -4.320 -3.309 -3.533
H -2.355 -0.155 -2.242
H -3.907 -0.947 -2.159
H -3.400 -0.157 -3.601
Ge 1.405 2.913 -0.962
C 1.253 2.070 -2.715
C 2.091 2.325 -3.761
C 1.757 2.091 -5.122
C 0.530 1.562 -5.453
C -0.358 1.331 -4.395
C -0.028 1.561 -3.047
C 0.164 4.323 -0.666
C 0.624 5.474 -0.009
C -0.308 6.507 0.210
C -1.702 6.334 -0.005
C -2.098 5.206 -0.676
C -1.212 4.165 -0.943
H 2.856 3.333 -0.653
H 3.069 2.856 -3.544
H 2.535 2.325 -5.840
H 0.243 1.373 -6.459
H -1.320 0.959 -4.582
H -0.730 1.380 -2.291
H 1.695 5.590 0.315
H -0.038 7.420 0.740
H -2.365 7.033 0.427
H -3.145 5.035 -0.859
H -1.594 3.244 -1.408

Cartesian forces, eV/Å:
-0.381 0.523 -0.288
0.361 1.145 0.420
0.304 -0.474 -0.782
-1.196 -0.390 -0.567
1.356 0.357 1.953
1.062 -0.581 0.558
-1.255 0.310 0.208
-1.641 0.039 -0.809
-1.022 2.703 1.322
2.018 -0.335 1.332
-0.484 -0.527 -0.820
2.619 -0.210 0.373
-0.519 -0.405 0.062
-1.779 -0.832 0.465
-0.822 -1.328 1.111
1.830 -1.768 -1.881
-0.008 1.448 1.264
0.505 -0.432 0.507
-0.365 0.657 0.260
0.081 -0.283 0.689
-0.683 0.164 -0.136
1.011 3.612 -0.021
-0.029 -0.063 0.396
0.468 -0.262 -0.644
0.181 0.160 0.260
0.138 0.345 -0.026
0.136 0.026 -0.773
-0.077 0.300 -0.230
0.086 -1.115 -1.080
-0.393 -1.191 -1.061
-1.004 0.578 -0.401
-0.060 -0.129 -0.029
-0.660 -0.465 0.290
-0.038 -0.069 -0.305
0.091 -0.273 -1.133
0.176 0.109 -0.214
-0.412 -1.585 0.153
-0.460 -2.243 -1.418
1.457 1.923 -0.696
-0.905 -0.145 1.524
0.826 0.781 -1.193
-1.062 -1.723 0.861
1.158 1.160 0.220
-0.787 0.060 0.761
-0.192 0.312 0.115
2.189 -0.260 -0.255
-2.018 -0.971 -0.484
-1.189 0.865 -0.053
-0.370 -0.862 -0.227
0.027 -1.143 -0.454
1.037 1.335 0.417
-1.041 0.932 1.667
0.970 -0.175 -0.936
-0.765 -0.784 0.190
-0.169 0.507 -0.008
-0.009 0.340 -0.275
0.557 -0.109 0.040
1.134 0.468 0.062
1.398 0.788 0.653
-1.501 0.955 0.469
1.132 -2.224 -1.934
1.135 -0.637 0.571
0.146 -0.151 -0.808
-0.898 0.072 -0.407
1.776 0.925 -0.486
0.748 -0.343 0.215
-0.566 -0.090 0.609
0.379 -0.666 -0.067
0.788 0.209 0.370
-0.443 0.060 -0.578
-0.126 -0.180 0.060
-0.176 -0.346 -0.369
-1.608 1.471 0.727
0.794 0.846 1.685
-0.307 -0.973 0.008
-0.675 0.282 0.476
0.039 0.496 0.765
-0.721 -0.869 -0.958
0.169 0.152 -0.574
-0.502 -0.578 -0.121
-0.427 0.529 0.817
-0.407 0.030 -0.643
-0.475 -0.263 -1.021
0.716 0.671 0.493
0.313 -0.204 0.241
-0.578 -0.195 0.541
-0.205 0.166 -0.769
0.933 -0.647 -0.587
-1.883 0.016 0.244
2.054 1.252 -0.938
0.948 -0.022 1.076
0.007 0.353 1.391
0.884 0.218 1.209
1.520 0.243 -2.002
-0.761 -0.102 0.706
-0.292 0.888 -0.421
-0.559 -0.227 1.086
2.814 -0.495 -0.301
-0.653 -1.080 0.390
0.701 0.310 -0.565
-0.137 0.077 -0.026
-1.122 -0.836 -0.414
-0.291 -0.031 -0.199
-0.154 -0.089 -0.620
-1.248 -0.494 -0.423
-1.005 -0.366 0.887
-1.215 -0.055 -0.553
0.322 -0.232 -0.184
-0.765 0.802 -0.101
-0.255 0.007 -0.133
0.254 0.542 0.228

=====

(4)
Computed, not measured: a single C5H10N2O molecule at a distorted geometry, with wB97M-V/def2-TZVPD.

- <S²> = 2.006
- Kohn-Sham gap (alpha / beta) (eV) = 7.75 / 7.33
- spin multiplicity = 3
- energy (hartree) = -381.02273
- ΔE to the lowest compared entry with this formula, charge and spin (kcal/mol) = 24.2

Atoms and positions in Å:
C -0.471 -1.479 1.101
C 0.259 -1.580 -0.181
C -0.340 -0.258 0.287
C -0.240 -2.368 -1.353
C 0.925 3.232 0.405
N 0.624 1.093 0.736
N 0.106 2.086 0.242
O -1.493 0.237 -0.258
H -1.442 -1.951 1.316
H 0.165 -1.499 1.983
H 1.363 -1.538 -0.224
H -0.103 -1.835 -2.349
H -1.391 -2.486 -1.198
H 0.071 -3.489 -1.641
H 0.510 4.073 -0.215
H 1.965 3.179 0.203
H 0.783 3.467 1.503
H -1.289 1.116 -0.357

Cartesian forces, eV/Å:
0.725 0.085 2.353
2.078 0.290 -1.569
0.499 -0.178 0.084
-2.901 -1.456 -2.275
-2.028 3.379 0.832
-2.011 -5.972 0.129
0.928 1.919 -0.837
-0.582 -3.200 0.385
0.367 0.422 -0.665
-0.055 -0.100 0.029
-0.538 -0.160 0.876
-0.173 -0.380 1.300
1.805 0.282 -0.583
0.028 2.446 1.517
0.333 -0.693 0.755
0.973 -0.747 -0.396
0.506 0.419 -1.015
0.047 3.645 -0.921

=====

(5)
Computed, not measured: a molecular structure, C3H2FO2Yb at a distorted geometry, with wB97M-V/def2-TZVPD.

- <S²> = 0.754
- Kohn-Sham gap (alpha / beta) (eV) = 4.76 / 1.76
- spin multiplicity = 2
- energy (hartree) = -1524.27690
- ΔE to the lowest compared entry with this formula, charge and spin (kcal/mol) = 71.6

Atoms and positions in Å:
C -0.032 -1.281 -0.102
C 0.135 1.076 0.551
O 0.051 -0.632 1.000
O -0.039 -0.460 -1.144
C -0.204 0.918 -0.809
H -0.480 1.666 1.235
F 1.483 1.365 0.820
H -1.194 1.268 -1.110
Yb 0.277 -3.921 -0.443

Cartesian forces, eV/Å:
0.692 1.233 1.159
2.758 -0.967 2.634
-0.378 1.858 -0.985
-0.511 0.837 -1.070
-1.266 -1.788 -0.442
0.009 -0.454 -0.180
-1.944 -0.463 -0.485
0.588 0.288 -0.560
0.053 -0.544 -0.071

=====

Q: What is the ΔE to the lowest compared entry with this formula, charge and spin in the first record?
A: 161.9 kcal/mol

=====

Q: Look up the energy of the second one.
A: -457.21791 hartree